# 1
Density functional theory data (wB97M-V/def2-TZVPD) for a structure of composition C5H8N.

XYZ file:
```
14
Properties=species:S:1:pos:R:3
C -0.0949 1.1040 0.0319
C 0.5977 -0.1170 0.1714
C 0.2976 1.7204 -1.3688
C 1.2505 1.7693 -0.2542
C -0.9207 -2.0158 0.8076
N 0.4271 -1.3655 0.5356
H -1.0174 1.4704 0.5515
H 0.2488 0.9512 -2.1891
H -0.4044 2.5329 -1.5299
H 2.2359 2.1168 0.1925
H -1.6591 -1.5049 0.0166
H -0.7643 -3.0819 0.8015
H -1.4242 -1.6336 1.6340
H 1.2277 -1.9462 0.5994
```

DFT total energy ... -249.61336 Eh
Total charge ... +1
2S+1 ... 1
Largest force on an atom ... 4.27 eV/A


# 2
Density functional theory data (wB97M-V/def2-TZVPD) for a structure of composition C30H44BN6O4Si2W.

XYZ file:
```
88
Properties=species:S:1:pos:R:3
W -0.2713 -0.0445 -0.2696
B 1.2025 -1.8595 -2.8673
N 0.7021 -2.6482 -1.6242
C 0.6499 -3.9755 -1.5759
C 0.0293 -4.3573 -0.3936
C -0.2700 -3.1620 0.2361
N 0.1353 -2.1198 -0.5225
N 1.7674 -0.5075 -2.4104
C 2.5952 0.2121 -3.2354
C 2.3363 1.5277 -3.1867
C 1.1138 1.6736 -2.3328
N 0.9596 0.3596 -1.7091
H 0.2570 -1.6777 -3.5818
H 2.0520 -2.4987 -3.3837
H 1.0384 -4.5752 -2.3732
H -0.1646 -5.3486 -0.0386
H -0.7215 -3.0139 1.1974
H 3.3556 -0.3087 -3.7837
H 2.7843 2.3375 -3.7215
H 1.1244 2.4760 -1.5745
C -2.3767 -1.5143 -2.7520
O -2.2253 -1.1493 -1.3824
C -3.0074 -1.9751 -0.5278
C -3.1598 -1.3128 0.8414
O -1.9338 -0.7353 1.3181
C -2.2355 0.0586 2.4792
H -3.4130 -1.3740 -3.0790
H -2.0881 -2.5618 -2.9023
H -1.7238 -0.8619 -3.3327
H -2.5455 -2.9729 -0.4494
H -4.0130 -2.0914 -0.9526
H -3.5055 -2.0717 1.5590
H -3.9062 -0.5111 0.7693
H -2.7925 -0.5476 3.1990
H -2.8301 0.9304 2.1947
H -1.2962 0.3786 2.9233
C 4.2585 0.2340 2.3936
Si 3.0313 0.1401 0.9241
C 3.2614 1.8467 0.0886
C 3.6807 -1.2400 -0.2221
C 1.1770 -0.1875 1.4986
C 0.7037 1.1434 1.9221
C 0.9487 1.8941 3.0672
C 0.4770 3.1975 3.1482
C -0.2472 3.7227 2.0800
C -0.4858 2.9306 0.9768
N -0.0273 1.6659 0.8884
Si 1.2411 -1.5284 2.9009
C -0.4234 -2.1309 3.6718
C 2.1851 -3.0641 2.2671
C 2.1775 -1.1332 4.5320
H 5.1948 0.6645 2.0493
H 4.4964 -0.7422 2.7990
H 3.9078 0.8550 3.2107
H 4.2268 2.2630 0.3672
H 2.5141 2.5767 0.3790
H 3.2618 1.7489 -0.9903
H 4.1759 -0.7992 -1.0790
H 2.9054 -1.8967 -0.5907
H 4.4175 -1.8477 0.2912
H 1.5212 1.4686 3.8745
H 0.6780 3.7997 4.0195
H -0.6243 4.7324 2.1010
H -1.0419 3.3131 0.1290
H -1.2372 -2.3250 2.9865
H -0.7863 -1.4423 4.4298
H -0.2171 -3.0660 4.1843
H 1.8622 -3.4332 1.3030
H 2.0765 -3.8754 2.9787
H 3.2453 -2.8484 2.1937
H 2.0974 -0.1181 4.9013
H 3.2330 -1.3595 4.4381
H 1.7887 -1.7786 5.3148
O -3.0790 1.3248 0.1273
C -2.6949 1.6836 -1.0004
N -1.3912 1.3940 -1.3866
C -1.1928 1.9568 -2.6043
O 0.0022 1.9285 -3.2116
C -2.3568 2.6031 -3.0749
C -2.6547 3.3514 -4.2189
C -3.9093 3.9116 -4.3168
C -4.8667 3.7412 -3.3081
C -4.5908 3.0029 -2.1725
C -3.3333 2.4292 -2.0500
H -1.9124 3.4955 -4.9876
H -4.1604 4.5093 -5.1823
H -5.8248 4.2240 -3.4145
H -5.3135 2.8844 -1.3821
```

DFT total energy ... -2469.81438 Eh
Total charge ... +1
2S+1 ... 1
Largest force on an atom ... 4.06 eV/A


# 3
Density functional theory data (wB97M-V/def2-TZVPD) for an isolated molecule of C4H11NS.

XYZ file:
```
17
Properties=species:S:1:pos:R:3
C -1.1912 1.2988 -1.5146
N -0.5283 0.0040 -1.4320
C 0.4719 -0.1620 -0.3651
C -0.2727 -0.7162 0.8171
S 0.9340 -1.5316 2.0102
C -0.3004 2.5938 -1.5579
H -1.8886 1.4312 -0.6516
H -1.6289 1.3721 -2.5233
H -0.1657 -0.3163 -2.3063
H 1.2084 -0.8984 -0.6338
H 1.1484 0.7140 -0.2180
H -0.7549 -1.6179 0.5078
H -0.7517 0.0092 1.4799
H -0.0003 -2.2330 2.6869
H -0.2747 2.9391 -0.4537
H -0.9880 3.2904 -2.0681
H 0.6163 2.3012 -2.0661
```

SMILES ... CCNCCS
DFT total energy ... -611.89136 Eh
2S+1 ... 1
Largest force on an atom ... 3.14 eV/A


# 4
Density functional theory data (wB97M-V/def2-TZVPD) for a structure of composition C30H41Cl2O2P3V.

XYZ file:
```
79
Properties=species:S:1:pos:R:3
P -2.0292 0.1381 -1.1810
C -3.1624 1.5009 -1.2614
C -3.4162 2.0165 -2.5483
H -2.7805 1.6925 -3.3774
C -4.4791 2.9004 -2.6934
H -4.6933 3.2949 -3.6885
C -5.2388 3.2852 -1.5733
H -6.0771 3.9740 -1.7027
C -4.9246 2.8018 -0.2893
H -5.5018 3.1290 0.5780
C -3.8761 1.9111 -0.1191
H -3.5784 1.5277 0.8619
C -0.7159 0.0252 -2.3808
C 0.0109 1.2047 -2.6895
H -0.3365 2.1708 -2.3068
C 1.1475 1.1177 -3.4825
H 1.7644 2.0030 -3.6440
C 1.5041 -0.0973 -4.0911
H 2.3639 -0.1358 -4.7592
C 0.7265 -1.2340 -3.8606
H 0.9917 -2.1669 -4.3602
C -0.3718 -1.1999 -3.0003
H -0.9723 -2.1103 -2.8244
C -2.7959 -1.4212 -0.8024
C -3.6984 -1.8421 -1.7960
H -3.9458 -1.1744 -2.6372
C -4.2723 -3.0988 -1.6719
H -5.0300 -3.4057 -2.3998
C -3.9294 -3.9417 -0.6088
H -4.4018 -4.9253 -0.5314
C -3.0463 -3.4973 0.3784
H -2.8126 -4.1603 1.2058
C -2.5236 -2.2088 0.3457
H -1.9926 -1.7713 1.1919
V 0.7008 0.9135 2.1734
C 2.5795 0.1687 1.5811
C 2.5130 -0.9464 0.8169
H 3.5132 0.5198 2.0015
C 1.1358 -1.3798 0.3035
O 0.9514 -2.8168 0.5790
H 0.0264 -3.1118 0.5134
C 0.1611 -0.5391 0.9420
H 1.1800 -1.2625 -0.8305
C -0.6776 0.4751 1.0673
Cl 1.4348 0.1439 4.1421
Cl -0.8853 2.2702 3.2371
P 1.5049 2.8233 1.1879
C 1.7036 3.9581 2.6293
H 2.4225 3.5093 3.3348
H 0.7239 4.0703 3.1261
H 2.0731 4.9244 2.2587
C 3.0753 2.9586 0.2765
H 2.9964 2.3902 -0.6641
H 3.8874 2.5224 0.8814
H 3.2851 4.0196 0.0705
C 0.2232 3.5309 0.0941
H -0.7440 3.0243 0.2680
H 0.5377 3.3719 -0.9442
H 0.1167 4.6141 0.3057
P 3.9499 -1.8742 0.4102
C 5.3339 -1.3171 1.4196
C 4.2083 -1.5793 -1.3732
H 5.0108 -1.2668 2.4749
H 5.6342 -0.3119 1.0830
H 6.1793 -2.0258 1.3038
H 3.2152 -1.6062 -1.8749
H 4.9064 -2.3592 -1.7659
H 4.6386 -0.5629 -1.4582
C 3.6239 -3.5942 0.7528
H 3.7210 -3.7716 1.8271
H 4.2842 -4.2654 0.1831
H 2.5672 -3.7413 0.5037
H -1.7891 0.4485 1.2107
C -1.1911 -1.7667 4.7702
O -1.9432 -0.8944 3.8723
H -0.3252 -2.2245 4.2221
H -1.8761 -2.5916 5.0874
H -0.8336 -1.2207 5.6832
H -1.6597 0.0707 4.0363
```

DFT total energy ... -4206.02559 Eh
Total charge ... +2
2S+1 ... 2
Largest force on an atom ... 5.01 eV/A
<S²> ... 0.776


# 5
Density functional theory data (wB97M-V/def2-TZVPD) for a cluster of 2 separate species, C8H15N2O2 in total.

XYZ file:
```
27
Properties=species:S:1:pos:R:3
C 2.6991 0.4760 0.4818
C 1.6912 -0.3813 0.5614
C 0.7605 1.5132 0.1328
C -2.0155 -0.6832 0.9275
C -2.8710 0.4458 -1.2218
C 2.8300 2.9739 0.1333
C -1.2886 -2.9964 -0.6960
C -2.3230 -0.7712 -0.4024
N 2.1240 1.7265 0.2898
N 0.4809 0.1940 0.3840
O 1.9128 -1.7364 0.6037
O -2.0433 -1.8243 -1.1717
H 3.7560 0.5036 0.7460
H -0.0332 2.2050 -0.0892
H -2.1056 -1.5152 1.5329
H -2.5252 0.1825 1.4341
H -2.0617 1.1204 -1.1872
H -3.5850 0.8993 -0.6619
H -3.3255 0.2666 -2.2087
H 2.9410 3.0671 -0.9941
H 2.4307 3.7574 0.6968
H 3.8887 2.8753 0.5008
H -1.7115 -3.3502 0.2936
H -0.2240 -2.7009 -0.4550
H -1.4574 -3.8389 -1.3612
H -0.7767 -0.4962 0.9778
H 2.8321 -1.9124 0.7533
```

DFT total energy ... -573.48770 Eh
Total charge ... +1
2S+1 ... 1
Largest force on an atom ... 4.62 eV/A


# 6
Density functional theory data (wB97M-V/def2-TZVPD) for a structure of composition C7H10ClNSc.

XYZ file:
```
20
Properties=species:S:1:pos:R:3
C 0.8119 -1.7816 -0.1823
C -0.4687 -1.3221 0.3418
C -0.4475 -1.5282 1.7583
C 0.8643 -2.1086 2.1174
C 1.6130 -2.2480 0.9055
Sc 1.1079 0.0135 1.3982
N 0.0781 1.6129 -0.9407
C -0.4072 2.3776 -2.0691
C -1.7941 2.0781 -1.6126
H -1.2506 -1.2808 2.4525
H -1.3222 -0.9298 -0.2453
H 1.1870 -2.4360 3.1044
H 2.6292 -2.6479 0.8626
H 1.0925 -1.7739 -1.2495
H -2.4048 1.4126 -2.2612
H -0.0689 1.8039 -2.9679
H 0.9133 1.0809 -1.3886
H -2.2514 2.8124 -0.9364
H -0.1082 3.4453 -2.0499
Cl 0.2263 1.4200 2.9628
```

DFT total energy ... -1548.31505 Eh
Total charge ... -1
2S+1 ... 1
Largest force on an atom ... 4.10 eV/A